Formula: C19H28CrIO2
Source: the OMol25 dataset
Level of theory: ωB97M-V/def2-TZVPD

Cartesian coordinates (Å):
1 O -0.7685 -0.1683 -1.4435
2 C -1.4514 0.6888 -2.4518
3 C -0.4950 0.2471 -3.5347
4 H -1.3407 1.7538 -2.2701
5 H -2.4930 0.4082 -2.6058
6 C -0.1968 -0.9318 -2.5711
7 H 0.2733 1.0113 -3.6076
8 H -0.7584 -0.0534 -4.5385
9 C 1.2781 -1.2747 -2.6146
10 H 1.9684 -0.4771 -2.3230
11 H 1.5178 -1.5419 -3.6651
12 H 1.4321 -2.1837 -2.0343
13 C -1.0210 -2.1874 -2.7649
14 H -2.0792 -1.9357 -2.8259
15 H -0.8328 -2.8132 -1.8952
16 H -0.7269 -2.7511 -3.6569
17 Cr -0.4619 -0.4198 2.1813
18 C -2.4496 -0.6729 3.1967
19 C -2.1470 0.7105 3.1748
20 C -2.0020 1.1221 1.8324
21 H -2.1277 1.3617 4.0403
22 C -2.2220 -0.0370 0.9966
23 C -2.4996 -1.1448 1.8478
24 H -2.7391 -2.1568 1.5369
25 H -2.6698 -1.2320 4.0983
26 H -1.8062 2.1181 1.4541
27 H -2.3643 -0.0040 -0.0690
28 C 0.8436 -2.1764 3.4292
29 C -0.1647 -2.6124 2.5478
30 C 0.2336 -2.2755 1.1878
31 H -0.9625 -3.2672 2.8405
32 C 1.5440 -1.6668 1.2830
33 C 1.8912 -1.6094 2.6477
34 H 2.8279 -1.2800 3.0433
35 H 0.8512 -2.2643 4.5150
36 H -0.2665 -2.5143 0.2581
37 H 2.2518 -1.5317 0.4684
38 O 2.2436 1.8353 -1.5432
39 C 1.7540 1.2044 -0.3485
40 C 0.6943 2.1617 0.2602
41 H 2.5583 1.0742 0.3897
42 H 1.3483 0.2016 -0.4866
43 C 0.9165 3.5021 -0.4436
44 H 0.8941 2.3267 1.3401
45 H -0.2883 1.7011 0.0512
46 C 2.2404 3.2443 -1.1746
47 H 1.0381 4.3306 0.2274
48 H 0.0789 3.7423 -1.1049
49 H 3.0430 3.3958 -0.4277
50 H 2.4793 3.8729 -2.0348
51 I 1.1332 1.1690 3.5873

Computed properties:
HOMO (spin up / spin down) (hartree): -0.0842 / -0.1257
Energy relative to the best compared isomer or geometry (same formula, charge and spin) (kcal per mole): 11.0
Net charge: -1
E_LUMO (spin up / spin down) (eV): 2.750 / 2.744
DFT total energy (Ha): -2233.35956
Multiplicity: 5

Atomic partial charges in e from the natural (NBO) method, atoms 1 to 8:
1 O -0.543
2 C -0.068
3 C -0.463
4 H 0.188
5 H 0.171
6 C 0.282
7 H 0.221
8 H 0.195

---

Formula: C20H40ClNiO10S5
Source: the OMol25 dataset
Level of theory: ωB97M-V/def2-TZVPD

Cartesian coordinates (Å):
1 Ni -2.7055 16.4132 -33.8395
2 Cl -4.9016 15.5299 -33.3799
3 C -2.0805 11.6979 -35.8588
4 C -2.4868 10.9324 -34.5524
5 C -2.6075 11.9936 -33.4119
6 S -1.3225 13.3046 -33.8671
7 O -0.2930 13.2252 -32.8612
8 O -1.9406 14.6177 -34.3065
9 C -0.8317 12.4795 -35.4895
10 H -2.8790 12.3705 -36.1720
11 H -1.9077 10.8436 -36.5133
12 H -1.7997 10.1418 -34.2511
13 H -3.3864 10.3204 -34.6178
14 H -2.4615 11.7552 -32.3584
15 H -3.6153 12.4079 -33.4384
16 H -0.0067 11.8168 -35.2279
17 H -0.4797 13.2200 -36.2077
18 C -5.2073 16.8750 -38.5417
19 C -4.3206 17.9840 -39.1429
20 C -3.1717 18.2464 -38.2139
21 S -3.8818 18.0363 -36.5061
22 O -4.1775 19.3595 -35.9000
23 O -3.0726 17.0300 -35.7775
24 C -5.5283 17.2447 -37.0147
25 H -4.7207 15.9039 -38.4505
26 H -6.1068 16.7837 -39.1506
27 H -4.9250 18.8890 -39.2041
28 H -4.0473 17.6108 -40.1298
29 H -2.7514 19.2517 -38.2432
30 H -2.3310 17.5820 -38.4134
31 H -6.1753 18.1196 -37.0792
32 H -5.9474 16.6330 -36.2158
33 C 2.2345 18.6041 -34.6772
34 C 3.0063 17.6007 -33.7383
35 C 2.0046 16.5982 -33.1201
36 S 0.6656 16.4522 -34.4612
37 O -0.6391 16.8318 -33.8829
38 O 0.8821 15.1444 -35.0998
39 C 1.3338 17.7858 -35.5641
40 H 2.9132 19.0779 -35.3865
41 H 1.7891 19.4440 -34.1440
42 H 3.6075 18.0834 -32.9678
43 H 3.6576 16.9460 -34.3174
44 H 1.5916 17.1009 -32.2455
45 H 2.4050 15.5981 -32.9543
46 H 0.5557 18.3756 -36.0487
47 H 1.8531 17.3286 -36.4064
48 C -1.7635 21.4912 -31.8335
49 C -2.5677 22.0069 -33.0234
50 C -3.8249 21.0885 -33.0828
51 S -3.1760 19.4346 -32.4211
52 O -3.0481 18.4008 -33.4662
53 O -3.9828 19.1255 -31.2584
54 C -1.4572 20.0019 -32.0361
55 H -2.2966 21.6051 -30.8896
56 H -0.8703 22.1092 -31.9250
57 H -2.0440 21.8897 -33.9721
58 H -2.8826 23.0411 -32.8842
59 H -4.1148 20.8940 -34.1154
60 H -4.6471 21.3079 -32.4016
61 H -0.9994 19.7998 -33.0044
62 H -1.0885 19.3141 -31.2752
63 C -3.8119 14.8849 -28.5465
64 C -2.6871 13.8290 -28.9090
65 C -1.5865 14.4076 -29.8413
66 S -2.2090 16.0950 -30.3467
67 O -2.2320 16.3465 -31.8114
68 O -1.6021 17.0957 -29.5101
69 C -3.9298 15.8138 -29.7434
70 H -3.4567 15.4845 -27.7084
71 H -4.7795 14.5018 -28.2225
72 H -3.0945 12.8658 -29.2162
73 H -2.3119 13.5414 -27.9268
74 H -1.4625 13.8760 -30.7848
75 H -0.5787 14.5291 -29.4441
76 H -4.5162 15.4131 -30.5702
77 H -4.3363 16.7962 -29.5032

Computed properties:
HOMO (spin up / spin down) (hartree): -0.4051 / -0.4027
Energy relative to the best compared isomer or geometry (same formula, charge and spin) (kcal per mole): 1.8
Net charge: +1
E_LUMO (spin up / spin down) (eV): -1.922 / -1.923
DFT total energy (Ha): -5497.65436
Multiplicity: 3

Atomic partial charges in e from the Löwdin method, atoms 1 to 8:
1 Ni 0.374
2 Cl -0.067
3 C -0.200
4 C -0.203
5 C -0.169
6 S 0.801
7 O -0.325
8 O -0.434

---

Formula: C28H30N6O6Se2Ti
Source: the OMol25 dataset
Level of theory: ωB97M-V/def2-TZVPD

Cartesian coordinates (Å):
1 Ti -0.1647 0.3162 -0.1259
2 C 0.3145 3.1011 2.0864
3 O -0.5749 2.0437 1.5235
4 C -1.9463 2.3943 1.4760
5 C -2.5553 3.4388 2.1774
6 C -3.9674 3.5683 2.1633
7 C -4.7189 2.6365 1.4492
8 C -4.1573 1.5534 0.8428
9 C -2.7576 1.4491 0.7754
10 N -2.1168 0.3283 0.3266
11 N -2.8822 -0.7529 0.1895
12 C -2.3015 -1.9066 0.5598
13 C -1.0897 -1.9349 1.3491
14 O -0.2503 -0.9198 1.4545
15 C -0.7348 -3.2205 1.8702
16 C -1.4090 -4.3699 1.5760
17 C -2.5285 -4.3480 0.6798
18 C -3.3352 -5.4986 0.4172
19 C -4.4425 -5.3940 -0.3969
20 C -4.8131 -4.1560 -0.9644
21 C -4.1221 -3.0285 -0.6573
22 C -3.0218 -3.1080 0.2077
23 H 0.0201 3.3526 3.0776
24 H 0.2899 3.9838 1.4115
25 H 1.2942 2.6137 2.1782
26 H -1.9930 4.1774 2.7275
27 H -4.4926 4.4043 2.5848
28 H -5.7937 2.7035 1.4070
29 H -4.7711 0.7236 0.4077
30 H 0.1218 -3.2673 2.5354
31 H -0.9565 -5.2955 1.9561
32 H -3.0474 -6.4699 0.8196
33 H -5.1000 -6.2580 -0.5678
34 H -5.7012 -4.0759 -1.5897
35 H -4.4953 -2.0578 -1.0070
36 O 0.6226 0.2795 -4.2178
37 C 1.2676 1.4513 -4.6798
38 C 1.9674 2.3246 -3.6598
39 C 2.9396 3.2489 -4.5064
40 O 3.8178 3.9743 -3.6580
41 C 2.8128 1.4477 -2.7229
42 Se 2.1121 1.3339 -0.8202
43 C 1.0611 3.2618 -2.9090
44 Se -0.3554 2.3802 -1.6865
45 H 0.0206 0.5443 -3.4923
46 H 0.5781 2.0711 -5.2356
47 H 2.0014 1.0376 -5.3903
48 H 2.2751 3.9021 -5.1690
49 H 3.5146 2.5634 -5.1955
50 H 3.8037 4.9231 -3.8097
51 H 3.7990 1.8804 -2.5527
52 H 2.8510 0.3862 -3.0491
53 H 0.4214 3.9248 -3.5978
54 H 1.6388 3.9203 -2.2255
55 C 4.6529 0.9929 3.6422
56 N 3.7887 -0.1821 3.7114
57 C 4.0865 -1.2670 4.6348
58 C 2.7318 -0.2178 2.8752
59 O 2.3182 0.7820 2.2531
60 H 5.3722 0.8734 2.8044
61 H 5.2605 1.0396 4.5575
62 H 4.0516 1.9150 3.5125
63 H 4.9898 -1.0151 5.1522
64 H 4.2904 -2.2224 4.1559
65 H 3.2551 -1.4544 5.2886
66 H 2.2020 -1.1960 2.7998
67 O -0.2745 -0.7035 -1.6446
68 N 0.8056 -1.4699 -1.1928
69 C 0.7347 -2.7351 -1.6246
70 C 1.8988 -3.4990 -1.5912
71 N 2.9110 -4.1005 -1.4972
72 C -0.5197 -3.2597 -2.0137
73 N -1.5047 -3.8622 -2.1664

Computed properties:
HOMO (spin up / spin down) (hartree): 0.0278 / 0.0290
Energy relative to the best compared isomer or geometry (same formula, charge and spin) (kcal per mole): 49.7
Net charge: -2
E_LUMO (spin up / spin down) (eV): 3.783 / 3.740
DFT total energy (Ha): -7517.14808
Multiplicity: 3

Atomic partial charges in e from the Löwdin method, atoms 1 to 8:
1 Ti 0.646
2 C -0.037
3 O -0.224
4 C -0.216
5 C -0.047
6 C -0.132
7 C -0.153
8 C -0.041

---

Formula: C5H6O
Source: the OMol25 dataset
Level of theory: ωB97M-V/def2-TZVPD

Cartesian coordinates (Å):
1 C 1.3248 -0.8265 0.3245
2 C 1.7787 0.2793 0.5420
3 C -2.0320 1.7623 0.3066
4 C 0.6853 -2.1229 -0.0607
5 C -1.1724 1.7529 -0.6664
6 O -2.8174 1.9641 1.1378
7 H 1.1773 -2.8758 0.5705
8 H 0.9039 -2.2767 -1.1681
9 H -0.4214 -2.2616 0.0020
10 H -0.4750 2.5026 -0.6313
11 H -1.0066 0.8976 -1.3051
12 H 2.0548 1.2046 0.9480

Computed properties:
HOMO (hartree): -0.3371
Energy relative to the best compared isomer or geometry (same formula, charge and spin) (kcal per mole): 69.3
Net charge: 0
E_LUMO (eV): 0.748
SMILES: C=C=O.C#CC
DFT total energy (Ha): -269.23574
Multiplicity: 1

Atomic partial charges in e from the natural (NBO) method, atoms 1 to 8:
1 C 0.005
2 C -0.264
3 C 0.723
4 C -0.696
5 C -0.779
6 O -0.458
7 H 0.241
8 H 0.240